[1]
C9H7NO4STl | ωB97M-V/def2-TZVPD

Structure (XYZ):
```
23
Properties=species:S:1:pos:R:3:forces:R:3
Tl -0.0689 1.0690 0.6838 0.111 -6.251 -2.591
C -0.0439 1.5529 2.7347 0.200 3.229 13.073
O -0.0264 1.8537 3.8806 -0.139 -2.170 -7.984
C -0.0718 3.0617 0.4112 -0.033 13.495 -2.282
O -0.0724 4.2226 0.3077 0.008 -6.647 0.640
C -2.0638 1.0957 0.7830 -13.449 -0.282 -0.042
O -3.2282 1.1156 0.8541 6.747 -0.092 -0.321
C 1.9283 1.0930 0.7280 13.472 -0.239 -0.328
O 3.0940 1.1158 0.7747 -6.772 -0.139 -0.233
C -0.0732 -0.4905 -4.0847 0.014 -4.645 0.608
H 0.8597 -1.1082 -4.0706 -0.774 0.748 0.169
H -1.0064 -1.1073 -4.0472 0.772 0.748 0.135
C -0.0764 0.7591 -4.3831 -0.030 4.406 -1.614
H -1.0123 1.3226 -4.6269 0.794 -0.596 0.479
H 0.8537 1.3216 -4.6502 -0.783 -0.598 0.501
S -0.6943 -3.4586 1.5622 0.647 0.775 0.370
C 0.6883 -2.8607 2.4853 -0.805 -0.968 -0.363
C 0.8882 -1.5566 2.2898 -1.642 0.055 -1.557
N -0.0733 -1.0541 1.3812 0.889 1.578 0.221
C -0.9608 -1.8886 0.9257 0.315 -2.181 0.760
H 1.2836 -3.4912 3.1237 -0.093 -0.351 0.064
H 1.6359 -0.9219 2.7048 0.444 0.265 0.288
H -1.7594 -1.6458 0.2322 0.105 -0.139 0.009
```
Positions in Å, forces in eV/Å.

Calculated values
* energy relative to the best compared isomer or geometry (same formula, charge and spin): 7.0760 eV
* LUMO energy (spin up / spin down): -14.6 / -14.6 eV
* HOMO level (spin up / spin down): -18.3 / -18.3 eV
* multiplicity: 1
* total charge: +3

Mulliken atomic charge list, values in e, 4 entries:
1. Tl 2.820
2. C 0.229
3. O -0.046
4. C 0.053

=====

[2]
C23H19MnNO5SeSi | ωB97M-V/def2-TZVPD

Structure (XYZ):
```
51
Properties=species:S:1:pos:R:3:forces:R:3
Mn 0.1873 0.0931 0.3594 1.373 -1.841 -0.610
O 2.2850 -4.0521 4.2812 -0.327 0.431 -0.606
C 1.8618 -3.3103 3.4294 0.623 -0.643 0.860
C 2.6400 -2.1482 2.8080 0.849 0.648 -0.134
O 3.7767 -1.8245 3.0781 -0.468 -0.270 -0.085
C 1.6901 -1.5091 1.8981 -1.502 -1.248 0.581
C 0.4150 -2.1440 1.9619 1.198 0.777 0.008
O -0.5412 -1.6209 1.3311 0.131 0.059 -0.521
C 0.4618 -3.3259 2.8372 -0.987 -0.705 0.086
O -0.4153 -4.1354 3.0591 0.615 0.513 -0.123
O 1.7646 -0.4597 1.1590 0.007 1.064 -0.508
C 1.4479 3.9756 -1.1413 0.008 -0.044 0.019
C 1.9514 3.6301 -2.3847 -0.018 0.095 -0.021
C 1.9680 2.3056 -2.7644 -0.063 -0.211 0.084
C 1.4479 1.3319 -1.9139 -0.260 0.419 0.631
C 0.9056 1.6597 -0.6516 0.304 0.227 -0.281
C 0.9409 3.0071 -0.2911 -0.129 -0.221 0.232
C 1.3947 -0.0766 -2.2607 -0.264 -0.357 0.143
C 2.1583 -0.6287 -3.3101 0.082 -0.173 -0.026
C 2.2057 -1.9786 -3.4767 -0.148 0.306 0.218
C 1.3876 -2.7915 -2.6677 -0.209 0.156 0.324
C 1.3815 -4.1938 -2.7791 -0.174 -0.160 -0.003
C 0.4864 -4.9464 -2.0682 0.236 -0.052 -0.272
C -0.4701 -4.3158 -1.2623 0.010 0.237 -0.035
C -0.4594 -2.9549 -1.1053 -0.341 0.000 0.196
C 0.5157 -2.1583 -1.7362 0.042 -0.798 -0.253
N 0.5993 -0.8195 -1.4833 0.277 0.597 -0.202
H 1.4392 5.0070 -0.8272 -0.002 0.179 0.007
H 2.3055 4.3907 -3.0615 0.126 0.099 -0.052
H 2.3674 2.0290 -3.7274 0.023 0.020 -0.139
H 0.5348 3.3143 0.6662 0.063 -0.019 -0.040
H 2.7528 0.0230 -3.9268 0.086 0.057 -0.011
H 2.8441 -2.4281 -4.2231 0.060 -0.055 -0.057
H 2.0854 -4.6524 -3.4598 0.022 -0.079 -0.026
H 0.4846 -6.0207 -2.1613 0.021 -0.121 -0.014
H -1.2277 -4.9109 -0.7737 -0.037 0.029 0.095
H -1.2128 -2.4819 -0.4897 0.138 -0.042 -0.069
C -2.8502 1.2626 4.3997 0.361 0.440 -0.706
Si -2.0718 2.5636 3.2346 0.601 0.153 0.112
C -3.2858 3.8646 2.5360 0.584 -0.729 0.200
C -0.4694 3.3184 3.9593 -0.730 -0.351 -0.327
Se -1.2816 1.1933 1.4326 -2.004 1.355 1.118
H -3.3029 1.7242 5.2719 -0.075 0.205 0.122
H -2.0860 0.5671 4.7421 0.132 0.028 -0.017
H -3.6087 0.6743 3.8880 -0.094 0.032 -0.094
H -3.7253 4.4255 3.3550 -0.072 0.078 0.227
H -4.0911 3.4080 1.9680 -0.086 -0.161 -0.015
H -2.7817 4.5678 1.8795 0.190 0.031 -0.047
H -0.6664 3.9173 4.8433 -0.132 0.107 0.177
H 0.0388 3.9495 3.2354 -0.034 0.083 -0.161
H 0.2216 2.5261 4.2387 -0.007 -0.144 0.017
```
Positions in Å, forces in eV/Å.

Calculated values
* energy relative to the best compared isomer or geometry (same formula, charge and spin): 0.3073 eV
* expectation value of S²: 1.127
* LUMO energy (spin up / spin down): -2.7 / -2.3 eV
* HOMO level (spin up / spin down): -7.8 / -7.9 eV
* multiplicity: 2
* total charge: 0

natural (NBO) atomic charge list, values in e, 4 entries:
1. Mn 0.947
2. O -0.440
3. C 0.386
4. C 0.381

=====

[3]
C35H40CeN4O2Si | ωB97M-V/def2-TZVPD

Structure (XYZ):
```
83
Properties=species:S:1:pos:R:3:forces:R:3
Ce 0.8130 0.6073 -0.4506 0.318 0.359 -0.016
C 3.0952 2.1906 1.6880 0.010 0.009 -0.072
C 3.5193 0.9126 2.3542 0.087 0.030 0.040
C 4.8307 0.7536 2.7830 -0.027 0.007 -0.007
C 5.2478 -0.4318 3.3671 -0.024 0.007 -0.020
C 4.3399 -1.4681 3.5090 -0.030 0.002 -0.008
C 3.0157 -1.3420 3.0967 0.093 -0.012 0.035
C 2.0850 -2.5106 3.2535 -0.046 0.008 -0.045
C 2.5985 -0.1293 2.5260 -0.187 0.083 -0.173
N 1.2907 0.0458 2.0101 -0.112 -0.144 -0.018
C 0.2693 -0.1218 2.8557 -0.059 -0.009 -0.070
O 0.2857 -0.2548 4.0836 0.073 -0.010 0.011
C -1.0910 -0.1384 2.1745 -0.008 0.005 -0.073
C -2.2457 0.0396 2.9188 -0.031 -0.064 -0.002
C -3.4657 0.0220 2.2619 -0.034 -0.001 0.028
C -3.5052 -0.1759 0.8898 0.018 -0.073 0.078
C -2.3067 -0.3339 0.2145 -0.007 -0.077 -0.078
N -1.1339 -0.3222 0.8522 -0.270 -0.055 0.114
C -2.3186 -0.4583 -1.3045 0.062 0.135 0.034
O -3.3866 -0.7633 -1.8437 -0.017 -0.027 -0.020
N -1.1556 -0.1464 -1.8895 0.069 -0.104 0.279
C -1.1818 -0.0406 -3.3081 0.011 0.059 0.251
C -0.6092 -1.0369 -4.1012 0.026 0.042 -0.097
C -0.0299 -2.2720 -3.4733 0.023 -0.083 -0.008
C -0.5832 -0.8677 -5.4829 0.005 -0.011 0.050
C -1.1122 0.2689 -6.0707 -0.008 0.025 -0.010
C -1.6836 1.2496 -5.2732 -0.005 -0.033 0.035
C -1.7319 1.1089 -3.8913 -0.013 -0.001 -0.095
C -2.3670 2.1658 -3.0338 -0.053 0.077 -0.007
H 3.8442 2.9717 1.8236 -0.014 -0.009 0.040
H 2.1337 2.5530 2.0518 -0.002 -0.021 0.034
H 3.0115 2.0542 0.6032 0.029 0.025 -0.065
H 5.5275 1.5734 2.6472 0.016 -0.013 0.016
H 6.2730 -0.5517 3.6952 0.000 -0.003 0.000
H 4.6618 -2.4099 3.9415 -0.008 0.005 0.008
H 2.6546 -3.4404 3.3067 -0.023 0.001 0.027
H 1.3901 -2.5759 2.4147 0.029 0.031 -0.009
H 1.4763 -2.4063 4.1523 0.009 0.018 0.043
H -2.1450 0.1859 3.9845 -0.030 -0.004 0.002
H -4.3848 0.1671 2.8172 0.006 0.006 -0.003
H -4.4207 -0.2075 0.3172 -0.017 0.014 0.025
H -0.7201 -2.7083 -2.7485 -0.031 0.024 -0.012
H 0.8990 -2.0515 -2.9427 0.009 0.046 0.001
H 0.1899 -3.0200 -4.2372 -0.007 0.005 0.008
H -0.1397 -1.6424 -6.0991 -0.004 0.004 -0.003
H -1.0828 0.3916 -7.1466 0.009 -0.005 -0.001
H -2.1038 2.1420 -5.7243 0.003 -0.010 -0.010
H -2.7110 2.9992 -3.6483 0.012 -0.002 0.005
H -1.6747 2.5596 -2.2880 0.041 -0.042 -0.028
H -3.2249 1.7665 -2.4880 0.006 -0.052 -0.044
N 1.2042 -2.0196 -0.2077 -0.002 -0.242 -0.106
C 0.8586 -3.1071 -0.3083 0.044 -0.438 0.028
C 0.4213 -4.4796 -0.4254 0.052 0.543 0.017
C 1.2688 -5.4342 -0.9742 0.008 -0.133 -0.022
C 0.8189 -6.7395 -1.0966 0.010 0.085 0.014
C -0.4622 -7.0735 -0.6769 -0.017 -0.061 -0.002
C -1.3049 -6.1109 -0.1382 0.044 0.086 0.002
C -0.8651 -4.8030 -0.0091 -0.104 -0.110 0.003
H 2.2596 -5.1480 -1.3000 -0.003 -0.008 0.001
H 1.4662 -7.4929 -1.5250 -0.001 -0.007 0.012
H -0.8085 -8.0946 -0.7727 0.001 0.004 -0.016
H -2.3066 -6.3724 0.1746 0.008 -0.016 0.008
H -1.5061 -4.0318 0.3978 0.001 -0.008 -0.002
C -0.4681 5.7259 1.4075 -0.086 0.147 0.109
Si 0.0630 4.5850 0.0084 0.035 -0.024 -0.082
C 1.9019 4.9227 -0.2107 0.187 -0.009 0.008
C -0.7592 5.2054 -1.5651 -0.056 0.102 -0.130
C -0.3435 2.8346 0.2655 0.010 -0.250 -0.035
H -0.1529 6.7602 1.2353 -0.026 -0.006 0.027
H -0.0331 5.3922 2.3543 -0.006 0.015 -0.014
H -1.5557 5.7109 1.5227 0.018 0.021 0.019
H 2.0736 5.9560 -0.5280 0.016 -0.017 0.018
H 2.3366 4.2603 -0.9654 0.009 0.029 -0.009
H 2.4523 4.7633 0.7209 -0.006 0.020 -0.032
H -0.5870 6.2781 -1.6984 -0.021 -0.021 -0.018
H -1.8388 5.0328 -1.5401 0.016 0.030 -0.007
H -0.3646 4.6926 -2.4471 -0.009 0.007 0.016
H -0.3387 2.5751 1.3386 0.069 0.019 -0.036
H -1.3777 2.6722 -0.0769 -0.010 -0.029 0.047
C 3.0193 0.2494 -1.7406 -0.094 0.109 0.046
H 3.7022 -0.2218 -1.0152 0.014 0.006 -0.009
H 3.5514 1.1203 -2.1487 -0.002 -0.011 -0.012
H 2.9136 -0.4682 -2.5679 0.000 0.011 -0.010
```
Positions in Å, forces in eV/Å.

Calculated values
* energy relative to the best compared isomer or geometry (same formula, charge and spin): 0.0000 eV
* expectation value of S²: 0.751
* LUMO energy (spin up / spin down): 1.9 / 1.9 eV
* HOMO level (spin up / spin down): -4.6 / -4.6 eV
* multiplicity: 2
* total charge: -1

Mulliken atomic charge list, values in e, 4 entries:
1. Ce 0.522
2. C -1.271
3. C 1.051
4. C -0.844

=====

[4]
C14H14MnN2S5 | ωB97M-V/def2-TZVPD

Structure (XYZ):
```
36
Properties=species:S:1:pos:R:3:forces:R:3
Mn -0.1202 -0.5283 -0.9244 -0.320 -0.199 0.460
C -1.0040 -2.5016 -3.4181 -0.005 0.258 0.249
C -1.1240 -3.3759 -2.1877 -0.005 -0.010 0.082
S -1.7663 -2.2776 -0.8815 0.170 -0.250 -0.216
C -1.4622 -3.1478 0.6882 -0.087 0.202 -0.126
C -0.1077 -2.8078 1.2703 0.080 0.145 -0.076
S 0.1767 -1.0039 1.3087 -0.436 0.241 0.152
C 3.1997 -0.8721 -0.1645 0.002 -0.080 -0.020
C 2.6550 -1.5242 -1.1848 0.688 -0.208 0.015
S -0.0682 -0.9717 -3.0555 0.141 0.020 -0.972
H -1.9856 -2.1989 -3.7814 -0.007 -0.099 -0.036
H -0.4720 -3.0100 -4.2200 -0.037 -0.073 0.024
H -0.1588 -3.7702 -1.8719 0.016 0.006 -0.030
H -1.8326 -4.1916 -2.3329 0.001 -0.011 0.048
H -1.5860 -4.2154 0.5084 -0.043 -0.010 0.058
H -2.2543 -2.7895 1.3442 -0.037 -0.143 0.034
H 0.7082 -3.2510 0.6975 -0.048 -0.059 -0.008
H -0.0409 -3.1640 2.2990 0.013 0.029 0.010
H 3.1639 -1.2438 0.8509 -0.021 -0.039 0.016
H 3.7207 0.0642 -0.3146 -0.035 0.040 -0.003
H 2.2361 -2.5188 -1.0652 -0.134 0.048 -0.005
H 2.7868 -1.1679 -2.1973 -0.158 -0.011 -0.036
S -1.8169 0.6790 0.1076 0.038 0.299 0.661
C -1.0367 2.1170 0.6208 -0.044 -0.380 -0.171
C -1.6439 2.9581 1.5604 0.010 0.175 0.322
C -0.9718 4.0759 2.0088 -0.073 -0.155 -0.181
C -1.5844 4.9669 2.9442 -0.156 0.115 0.168
N -2.0879 5.6906 3.6798 0.024 -0.059 -0.016
C 0.3331 4.3481 1.5300 0.060 -0.396 -0.264
C 0.9156 3.5430 0.5621 -0.041 0.316 0.118
C 0.2318 2.4292 0.0860 -0.111 -0.438 -0.382
S 0.9250 1.4362 -1.1610 0.434 0.467 -0.005
C 1.0836 5.4369 2.0696 0.137 0.225 0.067
N 1.7213 6.2837 2.5113 -0.046 -0.018 -0.036
H -2.6334 2.7268 1.9309 0.022 0.021 0.066
H 1.9003 3.7763 0.1818 0.007 0.031 0.034
```
Positions in Å, forces in eV/Å.

Calculated values
* energy relative to the best compared isomer or geometry (same formula, charge and spin): 2.7913 eV
* expectation value of S²: 6.354
* LUMO energy (spin up / spin down): -6.7 / -7.0 eV
* HOMO level (spin up / spin down): -11.8 / -12.2 eV
* multiplicity: 5
* total charge: +1

natural (NBO) atomic charge list, values in e, 4 entries:
1. Mn 0.506
2. C -0.525
3. C -0.513
4. S 0.388